No. 1
The following is a DFT calculation (wB97M-V/def2-TZVPD) of 4 unconnected molecules or ions with the total composition C3H14NO3S.

Each line ends with the Mulliken charge.
Atoms and positions in Å:
C  -0.495  0.870  1.314  -0.0621
C  0.199  2.155  0.788  -1.1059
S  1.447  1.848  -0.533  -0.6031
C  0.438  -0.253  1.697  -0.2972
N  -0.252  -1.522  1.848  -0.3642
H  -1.102  0.494  0.501  -0.0883
H  -1.112  1.202  2.163  0.2677
H  0.637  2.680  1.641  0.3668
H  -0.606  2.730  0.336  0.3840
H  1.079  0.037  2.518  0.2327
H  1.093  -0.381  0.832  0.0855
H  0.362  -2.303  1.764  0.1786
H  -0.828  -1.687  2.660  0.1765
H  -1.261  -0.136  -1.786  0.3081
H  -0.737  1.252  -1.550  0.2528
O  -1.397  0.772  -2.089  -0.6751
H  0.494  -2.572  -1.967  0.3159
H  1.412  -1.559  -1.361  0.3414
O  1.430  -2.436  -1.772  -0.6808
H  -2.954  -1.935  -0.957  0.3185
H  -2.158  -1.660  0.288  0.3144
O  -2.279  -2.338  -0.395  -0.6662

Atoms 1-3, force components in eV/Å:
C 0.4182 0.6901 0.1475
C 0.2538 -0.9536 -0.2567
S -0.3581 -0.0482 0.1814

ΔE to the lowest compared entry with this formula, charge and spin   24.0 kcal/mol
HOMO energy   -0.10982 hartree
Spin multiplicity   1
Net charge   -1
Kohn-Sham gap   6.33 eV

No. 2
The following is a DFT calculation (wB97M-V/def2-TZVPD) of 4 unconnected molecules or ions with the total composition C50H54ClF3N2O3S.

Each line ends with the Mulliken charge.
Atoms and positions in Å:
C  -3.668  -6.451  -2.737  -0.8641
C  -4.557  -5.614  -3.779  -0.4441
C  -3.712  -5.049  -5.049  -0.2016
C  -3.067  -3.583  -4.733  -0.9194
N  -2.151  -3.774  -3.569  0.1708
C  -0.782  -3.324  -3.824  -0.6169
C  0.130  -3.846  -4.991  1.1547
C  -0.389  -4.917  -6.054  -1.0811
C  1.611  -3.348  -5.185  -0.8531
C  2.241  -2.311  -4.226  0.1360
C  3.770  -1.864  -4.453  0.1502
C  3.783  -0.864  -5.719  -0.1387
O  4.596  -0.952  -6.676  -0.5842
C  2.635  0.280  -5.689  0.6567
C  1.394  0.078  -6.625  -0.3232
C  0.302  1.198  -6.527  -0.5050
C  0.446  2.419  -5.560  -0.4680
C  1.697  2.544  -4.660  -0.2996
C  2.813  1.474  -4.723  -0.3468
C  1.348  -1.737  -3.066  -0.7878
C  -0.133  -2.244  -2.894  0.5423
S  -1.057  -1.443  -1.478  -0.3963
C  0.285  -1.248  -0.213  1.2092
C  -0.064  -1.418  1.284  -0.0424
O  -1.454  -1.686  1.587  -0.5413
C  -2.064  -0.475  2.114  -0.0822
C  -2.694  0.486  0.993  -0.4664
O  -1.646  1.338  0.460  0.0599
C  -2.016  2.735  0.489  -0.1467
C  -0.701  3.685  0.430  -0.9585
C  1.048  -1.279  2.349  -0.6281
C  2.500  -0.986  1.846  -0.4775
C  2.836  -0.799  0.319  0.2202
C  4.372  -0.502  -0.062  -0.8912
C  5.150  -1.923  0.071  0.1697
C  6.304  -1.919  1.193  -0.9740
Cl  5.776  -2.433  -1.606  -0.2175
C  1.708  -0.915  -0.773  -0.8441
N  1.988  -0.722  -2.206  0.6004
H  -4.384  -7.022  -2.033  0.3312
H  -2.987  -7.234  -3.217  0.2399
H  -3.035  -5.781  -2.039  0.1519
H  -5.346  -6.328  -4.194  0.3122
H  -5.024  -4.709  -3.231  0.2199
H  -4.331  -5.045  -6.012  0.3368
H  -2.813  -5.770  -5.153  0.0053
H  -2.576  -3.111  -5.646  0.3984
H  -3.975  -2.927  -4.435  0.3171
H  -2.535  -3.409  -2.689  0.3294
H  -1.372  -4.562  -6.549  0.2262
H  -0.542  -5.966  -5.634  0.2240
H  0.375  -4.950  -6.921  0.3228
H  2.238  -3.791  -6.043  0.1828
H  4.074  -1.276  -3.513  -0.3913
H  4.415  -2.792  -4.614  0.4925
H  1.300  -0.837  -7.298  0.3675
H  -0.632  1.101  -7.168  0.3201
H  -0.346  3.237  -5.492  0.3367
H  1.829  3.406  -3.927  0.3549
H  3.744  1.491  -4.071  0.3337
H  -1.318  0.113  2.751  -0.1067
H  -2.931  -0.823  2.792  0.3611
H  -3.534  1.131  1.426  0.4014
H  -3.179  -0.167  0.168  0.2088
H  -2.590  3.059  1.419  0.2776
H  -2.655  2.974  -0.444  0.0828
H  -0.992  4.786  0.497  0.3090
H  -0.005  3.407  1.302  0.1119
H  -0.107  3.544  -0.534  0.2601
H  0.752  -1.399  3.440  0.4799
H  3.328  -0.915  2.636  0.2990
H  4.380  -0.253  -1.185  0.0506
H  4.842  0.320  0.573  0.4981
H  4.400  -2.744  0.377  0.3571
H  6.061  -2.618  2.073  0.2397
H  6.475  -0.867  1.624  0.2498
H  7.296  -2.249  0.709  0.3242
H  1.775  0.244  -2.521  0.1953
F  -0.017  4.606  2.941  -0.2287
C  0.846  4.155  3.866  0.0466
C  0.855  2.806  4.187  -0.0065
C  1.752  2.337  5.140  -0.2480
C  2.622  3.223  5.771  -0.5714
C  2.600  4.577  5.445  -0.4725
C  1.711  5.045  4.483  -0.5226
H  0.165  2.133  3.691  0.5172
H  1.772  1.284  5.392  0.3527
H  3.318  2.857  6.518  0.3518
H  3.276  5.266  5.939  0.3633
H  1.687  6.094  4.210  0.4307
F  -4.591  3.574  0.898  -0.3021
C  -4.722  4.910  0.893  0.4469
C  -4.905  5.570  -0.312  -0.3797
C  -5.046  6.954  -0.317  -0.4562
C  -4.992  7.662  0.881  -0.4663
C  -4.802  6.989  2.084  -0.4610
C  -4.672  5.604  2.091  -0.2940
H  -4.937  5.003  -1.235  0.4052
H  -5.197  7.481  -1.254  0.3626
H  -5.097  8.743  0.875  0.3693
H  -4.756  7.542  3.016  0.3604
H  -4.533  5.062  3.019  0.4176
F  0.330  0.906  6.978  -0.1955
C  0.540  0.067  8.005  0.3613
C  1.679  0.211  8.781  -0.1996
C  1.893  -0.655  9.848  -0.4179
C  0.971  -1.662  10.120  -0.4921
C  -0.167  -1.801  9.331  -0.3829
C  -0.388  -0.928  8.271  -0.5320
H  2.390  0.996  8.549  0.3634
H  2.778  -0.546  10.466  0.3643
H  1.141  -2.341  10.951  0.3592
H  -0.883  -2.589  9.542  0.3590
H  -1.273  -1.016  7.652  0.4158

Atoms 1-3, force components in eV/Å:
C -0.4434 0.0797 0.9472
C 0.7797 0.1312 -0.4234
C 0.8863 -0.0245 0.6426

HOMO energy   -0.27727 hartree
Spin multiplicity   1
SMILES   CCCCNc1c(C)cc(CC(=O)c2ccccc2)c2c1Sc1c(OCCOCC)ccc(C[C@H](C)Cl)c1N2.Fc1ccccc1.Fc1ccccc1.Fc1ccccc1
Kohn-Sham gap   8.01 eV

No. 3
The following is a DFT calculation (wB97M-V/def2-TZVPD) of a molecular structure, C13H15Br4CsN4O9P2.

Each line ends with the Mulliken charge.
Atoms and positions in Å:
Cs  0.549  -2.094  -0.396  1.1782
Br  0.783  -9.541  -2.002  -0.2370
C  0.288  -7.904  -1.162  0.0436
C  -0.151  -7.887  0.143  0.0654
Br  -0.279  -9.503  1.146  -0.2375
C  -0.501  -6.649  0.724  -0.1954
Br  -1.110  -6.576  2.536  -0.2361
C  -0.433  -5.402  0.070  0.5734
O  -0.740  -4.307  0.644  -0.9531
C  0.024  -5.421  -1.343  0.4458
O  0.107  -4.337  -2.007  -0.9276
C  0.366  -6.685  -1.867  -0.1841
Br  0.958  -6.657  -3.687  -0.2402
N  2.907  1.140  -2.388  -0.2165
C  2.938  1.524  -0.910  0.7761
C  3.765  2.785  -0.700  -1.8822
P  1.123  1.850  -0.573  0.7753
O  1.012  1.681  1.011  -0.4896
O  0.826  3.263  -0.948  -0.7822
O  0.446  0.776  -1.389  -0.9257
P  3.664  -0.008  -0.073  0.8529
O  5.081  0.531  0.523  -0.5726
O  3.937  -0.910  -1.239  -0.8468
O  2.815  -0.390  1.091  -0.8445
H  1.915  0.950  -2.613  0.3004
H  3.425  0.215  -2.413  0.4225
H  3.308  1.839  -3.004  0.3067
H  3.352  3.609  -1.286  0.4459
H  4.818  2.629  -0.937  0.4739
H  3.697  3.073  0.349  0.3559
H  1.338  0.800  1.292  0.3944
H  5.014  0.517  1.484  0.3236
C  -4.631  4.841  3.066  -1.0322
N  -3.981  4.069  2.024  0.0690
C  -2.782  4.452  1.519  -0.1497
C  -2.187  3.775  0.525  -0.6313
C  -2.883  2.614  0.050  0.9058
N  -4.052  2.229  0.529  -0.7039
C  -4.663  2.929  1.510  0.4562
O  -5.807  2.738  1.905  -0.6868
N  -2.320  1.906  -0.937  -0.2999
H  -5.292  5.602  2.644  0.2695
H  -3.876  5.325  3.685  0.3627
H  -5.230  4.168  3.669  0.3342
H  -2.338  5.326  1.979  0.3395
H  -1.207  4.026  0.139  0.4277
H  -1.383  2.124  -1.247  0.1397
H  -2.613  0.964  -1.138  0.2366

Atoms 1-3, force components in eV/Å:
Cs -0.0008 -0.2072 -0.0131
Br -0.0107 0.0506 0.0127
C -0.0370 0.0223 0.0763

ΔE to the lowest compared entry with this formula, charge and spin   0.0 kcal/mol
HOMO energy   -0.02241 hartree
Spin multiplicity   1
Net charge   -2
Kohn-Sham gap   3.99 eV

No. 4
The following is a DFT calculation (wB97M-V/def2-TZVPD) of a molecular structure, C9H29IrN9O5P2.

Each line ends with the Mulliken charge.
Atoms and positions in Å:
Ir  -0.956  1.478  1.328  1.6317
C  -1.079  -3.029  -2.179  -0.8172
N  -1.514  -2.534  -0.867  0.2888
C  -2.850  -3.011  -0.441  -1.0522
P  -0.658  -1.773  0.244  -0.0765
O  -1.281  -0.551  0.858  -0.8586
O  0.636  -1.187  -0.691  0.1369
P  1.412  0.152  -0.568  0.4428
O  1.120  0.993  0.622  -1.2020
N  1.173  0.971  -1.997  0.6797
C  0.932  0.311  -3.278  -0.6615
C  1.507  2.396  -2.073  -1.0490
N  3.018  -0.231  -0.663  0.3909
C  3.516  -1.328  -1.495  -0.7500
C  4.030  0.710  -0.171  -0.8467
N  -0.095  -2.764  1.368  0.4520
C  0.389  -2.289  2.673  -0.7816
C  0.218  -4.177  1.090  -0.9234
H  -1.171  -4.115  -2.208  0.3645
H  -0.042  -2.771  -2.370  0.2006
H  -1.710  -2.608  -2.961  0.2884
H  -2.856  -4.099  -0.371  0.3486
H  -3.593  -2.695  -1.171  0.3868
H  -3.119  -2.593  0.528  0.3505
H  0.627  -0.720  -3.136  0.0854
H  1.834  0.357  -3.896  0.3509
H  0.143  0.858  -3.797  0.3724
H  1.732  2.796  -1.089  0.3462
H  0.645  2.924  -2.486  0.3946
H  2.354  2.541  -2.746  0.3611
H  2.715  -2.008  -1.768  0.1466
H  4.272  -1.870  -0.924  0.3993
H  3.995  -0.928  -2.392  0.3501
H  3.577  1.479  0.446  0.2773
H  4.565  1.156  -1.013  0.3528
H  4.750  0.147  0.427  0.3737
H  0.037  -1.280  2.864  0.0637
H  1.480  -2.310  2.713  0.3183
H  0.003  -2.944  3.452  0.3862
H  -0.203  -4.484  0.136  0.2653
H  -0.213  -4.792  1.878  0.3451
H  1.297  -4.331  1.073  0.3336
N  -1.512  2.325  3.436  -0.5862
N  -2.285  3.485  3.240  -0.2194
C  -2.542  3.958  2.000  0.9085
N  -3.264  5.045  1.875  -0.2770
N  -1.997  3.231  0.995  -0.5327
N  -2.155  3.596  -0.358  1.3160
O  -1.608  2.825  -1.118  -0.6510
O  -2.783  4.574  -0.657  -0.6698
H  -2.062  1.648  3.963  0.3275
H  -0.688  2.563  3.986  0.3169
H  -2.638  3.967  4.055  0.1930
H  -3.636  5.526  2.682  0.1957
H  -3.466  5.410  0.954  0.2124

Atoms 1-3, force components in eV/Å:
Ir -0.1878 -0.0708 -0.1320
C -0.0001 -0.0008 -0.0003
N -0.1049 0.0315 -0.0444

HOMO energy (spin up / spin down)   -0.65966 / -0.66655 hartree
Spin multiplicity   5
Net charge   +3
Kohn-Sham gap (spin up / spin down)   9.53 / 5.86 eV

No. 5
The following is a DFT calculation (wB97M-V/def2-TZVPD) of C3H6N2OS in the gas phase.

Each line ends with the Mulliken charge.
Atoms and positions in Å:
C  -2.693  -0.097  -0.007  -0.2074
N  -1.674  -0.856  -0.004  -1.0354
N  -0.384  -0.378  -0.007  0.3859
C  0.154  0.879  0.003  0.6585
S  -0.638  2.325  -0.004  -0.4225
O  1.495  0.905  0.000  -0.3016
C  2.287  -0.280  -0.010  -0.7885
H  -2.672  0.988  0.004  0.1994
H  -3.630  -0.623  0.014  0.2640
H  0.244  -1.171  -0.001  0.3153
H  2.101  -0.896  0.914  0.3339
H  3.311  0.082  -0.005  0.2392
H  2.100  -0.878  -0.896  0.3593

Atoms 1-3, force components in eV/Å:
C 0.3636 0.2737 0.1291
N -0.0723 0.0681 -0.0207
N 0.2884 0.0572 0.0248

ΔE to the lowest compared entry with this formula, charge and spin   67.6 kcal/mol
HOMO energy   -0.31494 hartree
Spin multiplicity   1
SMILES   C=NNC(=S)OC
Kohn-Sham gap   9.23 eV

No. 6
The following is a DFT calculation (wB97M-V/def2-TZVPD) of C9H18N2O3 in the gas phase.

Each line ends with the Mulliken charge.
Atoms and positions in Å:
C  -2.886  -1.194  -1.259  -1.2753
C  -2.262  0.081  -0.711  -0.6598
C  -1.223  -0.157  0.382  1.6166
C  -1.827  -0.719  1.669  -1.5820
C  -0.430  1.143  0.718  -0.4516
N  -1.344  2.197  1.138  -0.7213
C  0.405  1.599  -0.505  0.0301
O  0.066  2.557  -1.173  -0.6706
N  1.520  0.877  -0.847  -0.0890
C  2.188  -0.170  -0.123  0.1733
C  2.214  -1.494  -0.893  -1.3236
C  3.647  0.269  0.139  0.5572
O  4.196  1.114  -0.503  -0.5406
O  4.307  -0.432  1.080  -0.4804
H  -3.557  -0.960  -2.105  0.3962
H  -3.467  -1.737  -0.481  0.3076
H  -2.118  -1.875  -1.676  0.2630
H  -3.049  0.721  -0.307  0.3114
H  -1.816  0.617  -1.546  0.3475
H  -0.476  -0.894  -0.006  -0.5405
H  -1.035  -0.918  2.432  0.3681
H  -2.366  -1.644  1.446  0.4002
H  -2.519  0.010  2.111  0.3340
H  0.235  0.908  1.538  0.6621
H  -0.838  2.902  1.655  0.2783
H  -1.661  2.710  0.294  0.2968
H  2.078  1.322  -1.574  0.3303
H  1.701  -0.338  0.854  0.2932
H  2.730  -2.284  -0.346  0.3149
H  1.193  -1.818  -1.062  0.3196
H  2.700  -1.350  -1.851  0.3703
H  3.696  -1.044  1.510  0.3639

Atoms 1-3, force components in eV/Å:
C -0.2481 -0.5232 -0.1685
C -0.1295 -0.0739 0.0940
C 0.8458 -0.1060 0.0202

ΔE to the lowest compared entry with this formula, charge and spin   6.2 kcal/mol
HOMO energy   -0.35020 hartree
Spin multiplicity   1
SMILES   CC[C@H](C)[C@H](N)C(=O)N[C@@H](C)C(=O)O
Kohn-Sham gap   9.73 eV